DFT (wB97M-V/def2-TZVPD) results for 8 unconnected molecules or ions with the total composition C16H48O8 at a distorted geometry.

Summary:
E_tot = -33747.221 eV
Kohn-Sham gap = 10.38 eV
relative energy (zero: lowest compared OMol25 entry of this formula, charge and spin) = 3.280 eV
LUMO level = 0.0178 Eh
SMILES string = CCO.CCO.CCO.CCO.CCO.CCO.CCO.CCO
HOMO energy = -0.364 Eh

```
! wB97M-V def2-TZVPD RIJCOSX def2/J DEFGRID3
* xyz 0 1
C -0.274 -2.884 -3.702
C 0.127 -3.265 -5.116
O -0.993 -3.295 -5.991
H -0.924 -3.592 -3.178
H -0.726 -1.900 -3.591
H 0.646 -2.923 -3.104
H 0.582 -4.260 -5.139
H 0.917 -2.587 -5.433
H -1.596 -3.970 -5.671
C -4.927 -0.717 -2.344
C -3.631 -0.849 -3.127
O -2.970 0.387 -3.377
H -5.621 -0.128 -2.945
H -4.868 -0.197 -1.385
H -5.288 -1.723 -2.124
H -3.913 -1.271 -4.098
H -2.861 -1.497 -2.717
H -3.611 1.096 -3.489
C 4.970 0.772 2.956
C 4.770 1.411 1.607
O 5.662 2.508 1.445
H 4.508 -0.205 3.098
H 4.558 1.412 3.744
H 6.011 0.699 3.278
H 3.763 1.830 1.529
H 4.854 0.739 0.747
H 6.488 2.289 1.016
C 1.929 -1.489 3.019
C 1.232 -1.684 4.348
O 0.443 -0.556 4.708
H 2.924 -1.915 2.890
H 2.102 -0.425 2.823
H 1.288 -1.792 2.188
H 1.932 -1.926 5.146
H 0.574 -2.560 4.280
H -0.232 -0.454 4.029
C 2.128 6.158 2.066
C 1.397 5.209 1.123
O 0.194 5.801 0.627
H 2.974 5.692 2.583
H 1.472 6.513 2.865
H 2.570 7.057 1.625
H 1.150 4.301 1.667
H 2.045 5.030 0.258
H 0.466 6.536 0.069
C -2.735 2.843 -0.252
C -4.187 3.152 -0.017
O -4.838 3.310 -1.291
H -2.234 3.708 -0.692
H -2.642 2.057 -1.005
H -2.202 2.545 0.649
H -4.310 4.095 0.533
H -4.681 2.366 0.568
H -5.782 3.357 -1.107
C -0.189 -4.663 1.183
C -0.083 -5.311 -0.206
O 1.243 -5.165 -0.721
H 0.459 -3.793 1.229
H 0.022 -5.383 1.977
H -1.250 -4.448 1.359
H -0.772 -4.878 -0.928
H -0.297 -6.382 -0.091
H 1.849 -5.452 -0.030
C -0.713 -0.557 -0.337
C 0.436 0.210 0.275
O 0.658 1.417 -0.431
H -0.955 -1.432 0.273
H -0.351 -0.967 -1.282
H -1.623 0.022 -0.466
H 1.355 -0.389 0.276
H 0.242 0.418 1.337
H 1.337 1.949 -0.011
*
```